# 1
Formula: C13H40N7O7P3
Source: the Open Molecules 2025 dataset
Level of theory: ωB97M-V/def2-TZVPD

Values from the calculation:
- Electronic energy: -66756.0889 eV
- HOMO level: -8.25 eV

Cartesian coordinates (Å):
C: -5.705 1.950 -2.891
H: 2.705 -3.430 3.411
C: 5.602 -0.637 0.510
H: -6.485 0.320 -0.819
O: 4.895 -4.612 5.237
H: 3.311 -2.517 -2.320
O: 7.124 -5.692 4.191
H: -4.635 -0.734 -1.962
H: 4.105 0.420 -2.277
N: -5.346 1.841 0.168
H: 5.755 0.484 -1.766
N: 4.441 -0.198 -0.267
H: 2.502 -0.983 -2.733
H: 3.219 -2.603 4.813
H: 5.035 -1.090 -2.098
C: 4.837 -0.106 -1.664
H: -6.191 1.218 -3.542
H: 1.209 -2.919 0.699
H: 2.227 2.859 -0.462
H: -5.393 -0.274 0.448
C: 2.401 -1.921 -2.186
H: -2.045 4.173 -0.217
C: -6.051 0.549 0.155
N: -4.623 1.374 -2.121
H: -2.581 4.644 -1.847
H: 5.826 -2.927 2.675
H: 1.596 -2.454 -2.698
H: 0.192 0.658 -0.027
H: 6.496 -0.060 0.255
N: -4.067 3.712 -0.649
H: 5.440 -0.479 1.579
H: 0.093 -1.903 -0.216
O: -2.480 2.121 -1.475
H: -5.181 4.581 -2.231
C: 0.804 0.767 -0.926
O: 5.071 -5.734 2.609
N: 2.121 -1.713 -0.781
O: 6.474 -3.346 3.298
C: -2.884 4.562 -0.798
H: -4.626 3.108 1.743
C: -4.216 0.057 -2.597
H: 3.580 2.099 0.349
H: -5.266 5.443 -0.695
O: 3.418 -1.800 1.189
H: -6.508 2.330 -2.258
H: -3.067 5.573 -0.419
H: 0.542 1.713 -1.410
C: 3.480 -4.660 4.892
H: -5.340 2.756 -3.536
N: 2.751 -3.454 4.451
C: -5.084 2.127 1.602
H: -6.906 0.571 0.839
P: 2.879 -0.650 0.317
H: -6.013 2.134 2.181
H: 1.975 2.003 1.077
C: 2.517 1.983 0.126
O: 2.938 -5.798 4.955
H: 4.201 -5.338 2.370
H: 5.821 -1.696 0.336
H: 0.777 -3.366 -0.935
H: 0.509 0.002 -1.645
P: 5.863 -4.866 3.841
H: -4.407 1.381 2.032
H: -3.129 -0.051 -2.581
C: 1.003 -2.511 -0.294
H: -6.167 3.978 -0.874
P: -3.831 2.003 -0.747
N: 2.242 0.723 -0.613
C: -5.220 4.445 -1.146
H: -4.529 -0.140 -3.624

Charges per atom according to natural (NBO) partitioning, unit e:
1 C -0.3938
2 H 0.4124
3 C -0.4002
4 H 0.2185
5 O -0.7575
6 H 0.1850
7 O -1.0364
8 H 0.1606
9 H 0.2107
10 N -0.6338
11 H 0.1918
12 N -0.7877
13 H 0.1910
14 H 0.3940
15 H 0.1784
16 C -0.4024
17 H 0.1971
18 H 0.2028
19 H 0.2081
20 H 0.1907
21 C -0.3942
22 H 0.2084
23 C -0.4327
24 N -0.8429
25 H 0.1839
26 H 0.5012
27 H 0.1988
28 H 0.1933
29 H 0.1941
30 N -0.7893
31 H 0.2051
32 H 0.1659
33 O -0.9486
34 H 0.1770
35 C -0.4357
36 O -0.9185
37 N -0.8428
38 O -0.9329
39 C -0.3982
40 H 0.2300
41 C -0.4061
42 H 0.2278
43 H 0.1897
44 O -1.0017
45 H 0.1880
46 H 0.1859
47 H 0.2260
48 C 0.8477
49 H 0.1852
50 N -0.8688
51 C -0.4471
52 H 0.2084
53 P 2.1781
54 H 0.2036
55 H 0.1826
56 C -0.4477
57 O -0.5151
58 H 0.4948
59 H 0.1772
60 H 0.2023
61 H 0.2181
62 P 2.3780
63 H 0.1810
64 H 0.2127
65 C -0.4044
66 H 0.2086
67 P 2.1648
68 N -0.6200
69 C -0.4016
70 H 0.2008


# 2
Formula: C4H11NO3
Source: the Open Molecules 2025 dataset
Level of theory: ωB97M-V/def2-TZVPD

Values from the calculation:
- Relative energy (zero: lowest compared OMol25 entry of this formula, charge and spin): 254.54 kJ/mol
- Electronic energy: -11957.4714 eV
- HOMO level: -9.45 eV

Cartesian coordinates (Å):
H: 0.016 -1.375 1.679
H: 1.663 -0.136 0.353
H: -0.896 1.541 1.489
C: 0.261 0.951 -0.873
O: -1.021 1.028 -1.273
C: 0.661 -0.296 -0.055
O: 0.860 0.757 -2.313
C: -0.464 0.693 2.022
H: 1.007 -0.237 -2.288
C: -0.342 -0.519 1.100
H: -0.284 0.881 -2.423
H: -1.839 -0.231 -0.089
H: 1.367 -2.147 -0.661
H: -0.206 -1.866 -1.035
O: -1.603 -0.914 0.571
H: 0.510 0.987 2.423
H: 0.717 1.876 -0.500
N: 0.717 -1.441 -0.983
H: -1.123 0.449 2.855

Charges per atom according to natural (NBO) partitioning, unit e:
1 H 0.1751
2 H 0.2022
3 H 0.2189
4 C 0.3741
5 O -0.8557
6 C -0.1365
7 O -0.7429
8 C -0.6420
9 H 0.5212
10 C 0.0959
11 H 0.5347
12 H 0.5033
13 H 0.3797
14 H 0.3966
15 O -0.7450
16 H 0.2055
17 H 0.1556
18 N -0.8665
19 H 0.2258


# 3
Formula: C15H11FNO3PtS3
Source: the Open Molecules 2025 dataset
Level of theory: ωB97M-V/def2-TZVPD

Values from the calculation:
- Relative energy (zero: lowest compared OMol25 entry of this formula, charge and spin): 128.56 kJ/mol
- Electronic energy: -61839.6835 eV
- Total charge: -1
- HOMO level: -4.21 eV

Cartesian coordinates (Å):
H: -8.483 1.841 0.632
F: -6.061 -2.190 -0.686
N: -4.837 3.089 0.248
C: -5.167 1.752 0.032
C: -4.433 -0.517 -0.407
C: -7.103 3.439 1.119
O: -0.099 2.637 -0.383
C: -5.872 4.112 0.535
C: -6.512 1.329 -0.012
S: 0.460 -0.411 2.439
H: -4.849 4.723 2.339
C: -4.136 0.832 -0.168
C: -5.347 5.183 1.483
C: -2.716 1.243 -0.157
C: -6.781 0.002 -0.250
H: -3.328 4.527 0.150
O: -1.855 0.354 -0.252
H: -7.867 4.202 1.272
C: -7.607 2.334 0.208
H: -7.916 2.766 -0.750
O: -1.180 4.598 -0.265
H: -3.621 -1.217 -0.546
S: 3.214 -1.238 3.449
H: -4.645 5.866 1.009
C: -5.739 -0.899 -0.449
C: -2.478 2.651 -0.093
H: -6.845 3.024 2.099
H: -7.805 -0.352 -0.286
C: -3.547 3.469 0.108
H: -6.153 4.578 -0.417
S: 2.452 -0.226 0.675
C: 2.165 -0.682 2.309
Pt: 0.340 0.456 0.385
H: -6.189 5.774 1.848
C: -1.125 3.359 -0.265

Charges per atom according to natural (NBO) partitioning, unit e:
1 H 0.2190
2 F -0.3293
3 N -0.3809
4 C 0.2218
5 C -0.2297
6 C -0.3980
7 O -0.7846
8 C -0.0220
9 C -0.0402
10 S 0.0143
11 H 0.2246
12 C -0.1673
13 C -0.6178
14 C 0.5954
15 C -0.2480
16 H 0.2525
17 O -0.6901
18 H 0.2147
19 C -0.4196
20 H 0.2118
21 O -0.7308
22 H 0.2631
23 S -0.1707
24 H 0.2275
25 C 0.3723
26 C -0.3284
27 H 0.2102
28 H 0.2202
29 C 0.1181
30 H 0.1898
31 S 0.0128
32 C -0.5428
33 Pt 0.5437
34 H 0.2134
35 C 0.7749


# 4
Formula: C4H8O2
Source: the Open Molecules 2025 dataset
Level of theory: ωB97M-V/def2-TZVPD

Values from the calculation:
- Relative energy (zero: lowest compared OMol25 entry of this formula, charge and spin): 538.57 kJ/mol
- Electronic energy: -8367.6998 eV
- HOMO level: -8.77 eV

Cartesian coordinates (Å):
C: 0.122 -0.113 -0.081
C: 0.738 1.032 0.887
H: -0.414 -2.053 0.144
H: 1.815 0.996 0.915
C: -0.537 0.167 -1.298
O: 0.732 -0.183 -1.412
H: -1.883 1.722 -1.397
H: 0.445 2.057 0.564
H: 0.292 0.797 1.863
H: -1.650 -1.314 -1.419
H: -0.114 -1.069 1.669
H: 1.274 -1.935 0.700
C: 0.273 -1.366 0.665
O: -1.093 1.260 -1.801

Charges per atom according to natural (NBO) partitioning, unit e:
1 C 0.1523
2 C -0.6300
3 H 0.2389
4 H 0.2285
5 C 0.5998
6 O -0.4677
7 H 0.5222
8 H 0.2112
9 H 0.2074
10 H -0.1659
11 H 0.2127
12 H 0.2460
13 C -0.6461
14 O -0.7093


# 5
Formula: C4H9N2OS
Source: the Open Molecules 2025 dataset
Level of theory: ωB97M-V/def2-TZVPD

Values from the calculation:
- Relative energy (zero: lowest compared OMol25 entry of this formula, charge and spin): 170.85 kJ/mol
- Electronic energy: -20157.0772 eV
- Total charge: -1
- HOMO level: -2.67 eV

Cartesian coordinates (Å):
H: -1.490 -0.703 0.764
H: -1.145 -1.823 -0.428
C: 0.260 -0.076 -0.283
H: 2.111 0.893 2.224
H: -0.828 0.935 2.334
H: 1.049 1.885 1.211
C: 1.021 -0.641 -1.477
O: 2.060 -1.268 -1.361
N: 0.077 1.085 2.755
H: 0.742 -0.288 -2.482
H: 1.823 -0.847 0.821
N: 1.058 -0.202 0.900
C: 1.125 0.947 1.757
S: -2.283 0.239 -1.328
C: -1.131 -0.737 -0.277
H: 0.128 0.948 -0.615
H: 0.118 0.492 3.559

Charges per atom according to natural (NBO) partitioning, unit e:
1 H 0.1807
2 H 0.1831
3 C -0.1932
4 H 0.1683
5 H 0.3665
6 H 0.1630
7 C 0.4635
8 O -0.5987
9 N -0.8630
10 H 0.1324
11 H 0.3927
12 N -0.6725
13 C -0.0414
14 S -0.7208
15 C -0.5272
16 H 0.2223
17 H 0.3443


# 6
Formula: C5H7N
Source: the Open Molecules 2025 dataset
Level of theory: ωB97M-V/def2-TZVPD

Values from the calculation:
- Relative energy (zero: lowest compared OMol25 entry of this formula, charge and spin): 186.46 kJ/mol
- Electronic energy: -6786.5800 eV
- HOMO level: -8.33 eV

Cartesian coordinates (Å):
C: -0.389 1.070 0.569
H: -0.748 1.927 -0.020
H: -2.582 1.087 0.612
H: 2.400 -0.939 -0.297
H: 2.431 0.819 -0.530
H: 2.401 0.150 1.101
C: 2.011 0.014 0.085
H: -2.411 -1.161 -0.544
C: -0.290 -0.987 -0.379
H: -0.047 -1.950 -0.803
N: -1.619 -0.630 -0.233
C: -1.663 0.570 0.367
C: 0.505 0.031 0.071

Charges per atom according to natural (NBO) partitioning, unit e:
1 C -0.4378
2 H 0.2537
3 H 0.2077
4 H 0.2089
5 H 0.2157
6 H 0.2210
7 C -0.6227
8 H 0.4102
9 C -0.0841
10 H 0.2074
11 N -0.5211
12 C 0.0102
13 C -0.0692


# 7
Formula: C8H11NO2S
Source: the Open Molecules 2025 dataset
Level of theory: ωB97M-V/def2-TZVPD

Values from the calculation:
- Relative energy (zero: lowest compared OMol25 entry of this formula, charge and spin): 363.66 kJ/mol
- Electronic energy: -24891.1610 eV
- HOMO level: -10.61 eV

Cartesian coordinates (Å):
H: -0.301 1.110 3.240
C: -0.030 -0.321 -0.991
C: -0.339 -0.979 2.400
C: 1.414 -0.796 -0.885
C: -0.974 0.336 2.802
H: -1.875 0.198 3.397
C: -1.255 -0.152 1.394
H: -2.321 -0.565 1.425
H: 0.679 -1.013 2.025
H: 0.074 1.277 0.588
H: 2.991 0.381 -1.866
H: 1.950 -0.475 0.128
N: -2.782 1.617 -0.788
C: 2.051 -0.134 -2.096
O: -0.173 0.521 -3.575
H: -0.753 -1.164 -1.367
C: -0.608 0.484 0.165
H: -0.665 -1.940 2.815
O: 0.525 2.257 -2.049
S: 0.474 0.828 -2.368
H: 1.535 -1.833 -1.032
H: 2.169 -0.832 -2.949
C: -1.785 1.195 -0.416

Charges per atom according to natural (NBO) partitioning, unit e:
1 H 0.2326
2 C -0.4377
3 C -0.4251
4 C -0.4359
5 C -0.4223
6 H 0.2222
7 C -0.2151
8 H 0.2474
9 H 0.2030
10 H 0.2739
11 H 0.2495
12 H 0.2198
13 N -0.3025
14 C -0.6352
15 O -0.9175
16 H 0.2746
17 C -0.3449
18 H 0.2213
19 O -0.9064
20 S 2.1393
21 H 0.2329
22 H 0.2438
23 C 0.2822


# 8
Formula: C21H27N3O4
Source: the Open Molecules 2025 dataset
Level of theory: ωB97M-V/def2-TZVPD

Values from the calculation:
- Relative energy (zero: lowest compared OMol25 entry of this formula, charge and spin): 242.04 kJ/mol
- Electronic energy: -34874.8669 eV
- HOMO level: -7.61 eV

Cartesian coordinates (Å):
H: -3.915 -2.120 -0.581
N: 0.125 -2.485 -0.202
H: 0.761 3.558 -2.189
H: -6.068 -1.560 0.372
H: 2.333 4.410 -2.097
C: 0.964 3.093 2.234
H: 0.846 -1.074 1.154
C: 0.800 -3.563 0.498
H: 3.668 -0.010 -2.327
C: 2.247 2.318 -0.315
C: 3.465 -0.213 -0.204
C: -1.129 -2.866 -0.825
H: -0.848 -1.546 1.434
H: 0.828 -4.444 -0.150
H: -2.672 2.880 0.549
O: -2.299 2.055 0.215
H: -6.471 0.700 1.315
O: 1.667 3.561 -0.322
C: -1.631 -1.676 -1.658
H: 4.648 -1.845 -0.972
H: -4.664 2.377 1.229
C: -0.091 -1.331 0.659
H: -0.685 0.729 0.422
C: 2.727 1.697 -1.461
H: 0.665 3.093 3.282
O: 1.956 2.095 2.135
H: 3.085 -0.086 1.903
C: 2.373 1.648 0.918
C: -5.291 -0.811 0.353
H: 2.641 2.191 -2.415
H: 0.893 5.106 -1.317
H: 0.313 -3.844 1.445
C: 1.408 4.177 -1.559
H: 1.350 4.079 1.965
H: 0.099 2.861 1.608
C: 3.318 0.446 -1.413
C: 2.237 -3.126 0.793
H: 2.156 -2.290 -1.022
H: -1.887 -3.150 -0.074
N: -1.800 -0.477 -0.871
H: 0.201 0.057 -0.958
H: -0.953 -3.723 -1.481
N: 2.799 -2.510 -0.271
H: -2.559 -1.922 -2.172
C: -4.059 -1.125 -0.194
C: -4.499 1.381 0.836
O: 2.802 -3.335 1.844
H: -0.870 -1.452 -2.414
C: 2.992 0.403 0.945
C: -3.012 -0.202 -0.249
C: -3.270 1.083 0.275
H: 4.432 -1.866 0.801
C: 3.954 -1.636 -0.153
C: -5.518 0.444 0.880
C: -0.559 -0.154 -0.198

Charges per atom according to natural (NBO) partitioning, unit e:
1 H 0.2082
2 N -0.4590
3 H 0.1808
4 H 0.2125
5 H 0.1759
6 C -0.2429
7 H 0.2216
8 C -0.3103
9 H 0.2100
10 C 0.2137
11 C -0.0358
12 C -0.2339
13 H 0.1734
14 H 0.2175
15 H 0.4832
16 O -0.6852
17 H 0.2138
18 O -0.5105
19 C -0.2182
20 H 0.2008
21 H 0.2008
22 C -0.2543
23 H 0.2337
24 C -0.2741
25 H 0.1880
26 O -0.5114
27 H 0.2355
28 C 0.3335
29 C -0.2216
30 H 0.2193
31 H 0.1989
32 H 0.1978
33 C -0.2495
34 H 0.1861
35 H 0.1788
36 C -0.2287
37 C 0.6714
38 H 0.4112
39 H 0.1680
40 N -0.4501
41 H 0.2013
42 H 0.2027
43 N -0.6178
44 H 0.2110
45 C -0.2663
46 C -0.2636
47 O -0.6210
48 H 0.2016
49 C -0.2713
50 C 0.1900
51 C 0.2435
52 H 0.2390
53 C -0.2452
54 C -0.2307
55 C -0.2222


| no. | strongest force on any atom (eV Å⁻¹) |
| --- | --- |
| 1 | 8.55 |
| 2 | 0.38 |
| 3 | 0.67 |
| 4 | 5.85 |
| 5 | 2.14 |
| 6 | 2.70 |
| 7 | 3.02 |
| 8 | 0.59 |